Entry from OMol25: a molecular structure, C12H36FKO6 in a non-equilibrium geometry (ωB97M-V/def2-TZVPD).

Geometry as ORCA input:
```
! RIJCOSX wB97M-V def2-TZVPD def2/J DEFGRID3
* xyz 0 1
K 2.1152 -1.5458 -1.7935
F 0.3705 0.2145 -0.2121
C -3.7385 -0.5535 -2.5446
C -2.4559 -0.8437 -1.8139
O -2.2288 0.1748 -0.8235
H -4.5365 -0.4562 -1.8086
H -3.9457 -1.3135 -3.2980
H -3.7530 0.4596 -2.9465
H -1.5883 -0.9530 -2.4646
H -2.5913 -1.7930 -1.2958
H -1.3012 0.1970 -0.5770
C -0.3753 -4.5599 1.0335
C -0.6928 -3.0814 0.7169
O 0.4861 -2.5096 0.3091
H 0.3576 -4.5425 1.8401
H 0.0654 -5.0282 0.1533
H -1.3006 -5.0778 1.2857
H -1.1799 -2.6311 1.5819
H -1.3993 -2.9674 -0.1052
H 0.3896 -1.5648 0.1689
C 0.5539 3.7188 1.8071
C 1.6789 3.4187 0.8196
O 1.1547 2.9581 -0.4263
H 1.0383 4.0993 2.7064
H -0.0266 2.8426 2.0958
H -0.1992 4.3667 1.3586
H 2.2816 2.6089 1.2308
H 2.3312 4.2797 0.6739
H 0.8333 2.0637 -0.2905
C -0.1410 1.1841 -5.3611
C -0.3067 1.3554 -3.8527
O 0.4589 0.3841 -3.1138
H 0.9317 1.1811 -5.5548
H -0.4606 2.0305 -5.9690
H -0.5591 0.2445 -5.7221
H -1.3286 1.2889 -3.4792
H 0.0550 2.3578 -3.6238
H 0.2564 0.5435 -2.1890
C -2.3051 0.2138 3.8245
C -1.8210 0.5581 2.4002
O -0.5474 0.0533 2.3460
H -2.3421 -0.8581 4.0189
H -3.3096 0.6041 3.9878
H -1.6414 0.6880 4.5475
H -1.8252 1.6330 2.2194
H -2.4478 0.0966 1.6371
H -0.1991 0.0897 1.4522
C 4.8944 -0.8326 1.9412
C 3.3741 -0.6370 1.8123
O 3.1360 -0.0203 0.5695
H 5.3878 0.1337 1.8364
H 5.2713 -1.4402 1.1185
H 5.1431 -1.2736 2.9064
H 2.9048 -0.1191 2.6488
H 2.8775 -1.6055 1.7534
H 2.2001 0.1657 0.4640
*
```

Computed properties:
HOMO = -0.34196 hartree
energy above the lowest of the compared OMol25 structures with the same formula, charge and spin = 33.6 kJ/mol
gap between HOMO and LUMO = 8.72 eV
strongest force on any atom = 2.25 eV/Å

In the Löwdin picture, each atom carries the following charge in e: 0.93, -0.46, -0.08, -0.32, -0.09, 0.08, 0.08, 0.07, 0.10, 0.09, 0.01, -0.06, -0.33, -0.14, 0.08, 0.07, 0.07, 0.12, 0.09, 0.00, -0.08, -0.30, -0.09, 0.07, 0.04, 0.08, 0.09, 0.11, 0.02, -0.07, -0.28, -0.17, 0.07, 0.08, 0.07, 0.10, 0.12, 0.01, -0.07, -0.35, -0.09, 0.07, 0.07, 0.07, 0.10, 0.10, 0.02, -0.07, -0.31, -0.13, 0.07, 0.07, 0.07, 0.12, 0.10, 0.01

---

Entry from OMol25: a molecular structure, C12H36FO6Pb in a non-equilibrium geometry (ωB97M-V/def2-TZVPD).

Geometry as ORCA input:
```
! RIJCOSX wB97M-V def2-TZVPD def2/J DEFGRID3
* xyz 1 1
Pb -12.1524 4.5106 -18.1122
F -11.8779 5.6063 -15.7165
C -12.6007 8.7718 -17.1718
C -13.7251 9.1263 -18.0146
O -13.3994 8.9255 -19.3814
H -12.1716 7.7762 -17.2856
H -12.9181 8.8858 -16.1353
H -11.8637 9.5317 -17.4318
H -14.0124 10.1726 -17.9102
H -14.7051 8.6632 -17.8996
H -13.2912 7.9778 -19.4898
C -10.5415 2.5265 -12.3390
C -10.6022 3.3776 -13.5992
O -11.0087 4.6153 -13.0704
H -10.1549 1.5075 -12.3561
H -11.5687 2.3692 -12.0100
H -10.0793 3.0124 -11.4797
H -11.2588 3.0534 -14.4066
H -9.6247 3.4316 -14.0784
H -11.4106 5.0754 -13.8109
C -15.1871 4.0120 -15.8747
C -15.6611 5.1131 -16.8027
O -14.5790 5.9604 -17.1864
H -15.8397 3.1458 -15.9833
H -15.0043 4.3899 -14.8688
H -14.2285 3.6414 -16.2379
H -16.4805 5.5594 -16.2393
H -16.0888 4.6734 -17.7038
H -14.1834 6.3729 -16.4150
C -8.9467 7.4347 -13.1937
C -8.4215 6.3493 -14.1091
O -9.0923 6.4129 -15.3326
H -8.3356 7.5744 -12.3020
H -9.9770 7.2083 -12.9192
H -8.8637 8.4459 -13.5921
H -8.5550 5.3463 -13.7038
H -7.3991 6.6495 -14.3388
H -10.0178 6.2650 -15.1247
C -14.1135 9.3476 -13.1419
C -13.3188 8.0435 -13.4808
O -13.7635 7.3194 -14.5937
H -14.2137 9.8616 -14.0979
H -13.6727 9.9281 -12.3314
H -15.1681 9.1116 -12.9995
H -13.4167 7.4128 -12.5972
H -12.2407 8.1686 -13.5821
H -13.0804 6.6638 -14.7523
C -9.5768 7.9952 -18.9792
C -9.2280 6.4983 -18.9542
O -9.9551 5.7534 -17.9390
H -9.3520 8.4448 -18.0120
H -10.6375 8.0464 -19.2246
H -8.9496 8.5174 -19.7018
H -8.1798 6.2452 -18.7950
H -9.5158 6.1932 -19.9603
H -9.5327 5.8735 -17.0853
*
```

Computed properties:
HOMO = -0.45569 hartree
energy above the lowest of the compared OMol25 structures with the same formula, charge and spin = 31.3 kJ/mol
gap between HOMO and LUMO = 5.94 eV
strongest force on any atom = 3.74 eV/Å

In the Löwdin picture, each atom carries the following charge in e: 1.72, -0.52, -0.09, -0.34, -0.07, 0.05, 0.07, 0.10, 0.13, 0.11, 0.06, -0.08, -0.33, -0.09, 0.07, 0.07, 0.08, 0.10, 0.09, 0.03, -0.08, -0.28, -0.17, 0.09, 0.09, 0.01, 0.13, 0.12, 0.03, -0.07, -0.30, -0.11, 0.08, 0.06, 0.08, 0.10, 0.12, 0.04, -0.05, -0.31, -0.12, 0.06, 0.08, 0.07, 0.11, 0.10, 0.02, -0.05, -0.25, -0.30, 0.08, 0.06, 0.09, 0.13, 0.11, 0.04